w | Here is an isolated molecule of C25H27N5O3 from the OMol25 dataset. Energies are from wB97M-V/def2-TZVPD.

```
60
Properties=species:S:1:pos:R:3:mulliken_charge:R:1
C -2.79 0.41 -1.02 -1.0179
N -2.04 -0.67 -1.62 0.1654
C -1.67 -0.55 -3.02 -1.4604
C -0.34 0.16 -3.15 1.0303
C 0.87 -0.53 -3.13 -0.3046
N 2.03 0.09 -3.25 -0.4946
C 2.00 1.41 -3.39 -0.3366
C 0.80 2.10 -3.40 -0.3302
N -0.37 1.48 -3.28 -0.4816
C -1.55 -1.72 -0.93 0.2813
O -0.90 -2.60 -1.49 -0.7105
C -1.85 -1.77 0.56 -0.4451
C -0.79 -2.61 1.30 -0.1292
C -1.40 -3.19 2.57 -0.2910
O -2.59 -3.42 2.68 -0.6820
N -0.52 -3.52 3.54 -0.0627
C 0.86 -3.08 3.53 -0.6564
C 0.87 -1.71 2.85 -1.0173
N 0.41 -1.80 1.49 0.6923
C 1.47 -2.01 0.51 -1.6944
C 2.13 -0.69 0.19 0.4203
C 3.50 -0.57 0.06 -0.6640
C 4.06 0.66 -0.24 -0.7482
C 3.27 1.78 -0.39 -0.6370
C 1.89 1.66 -0.25 0.4749
O 1.14 2.79 -0.48 -0.4630
C -0.07 2.95 0.14 0.4833
C -1.05 3.67 -0.55 -0.4220
C -2.27 3.92 0.04 -0.5910
C -2.54 3.46 1.32 -0.6211
C -1.57 2.76 2.01 -0.4747
C -0.33 2.50 1.43 -0.1930
C 1.33 0.42 0.02 0.3051
H -3.62 0.02 -0.42 0.3849
H -2.17 1.05 -0.39 0.2615
H -3.20 1.03 -1.81 0.2937
H -2.44 0.01 -3.55 0.5776
H -1.58 -1.56 -3.42 0.4542
H 0.90 -1.60 -3.01 0.4699
H 2.95 1.90 -3.50 0.4338
H 0.76 3.18 -3.50 0.4313
H -2.82 -2.24 0.71 0.6351
H -1.87 -0.77 0.99 0.3789
H -0.57 -3.48 0.67 0.3759
H -0.91 -3.94 4.37 0.2779
H 1.48 -3.78 2.97 0.2300
H 1.23 -3.02 4.55 0.4828
H 0.20 -1.04 3.40 0.3949
H 1.87 -1.27 2.85 0.4800
H 2.22 -2.73 0.86 0.2844
H 1.02 -2.40 -0.40 0.5654
H 4.14 -1.43 0.19 0.4518
H 5.13 0.75 -0.36 0.4084
H 3.69 2.74 -0.62 0.5288
H -0.83 4.02 -1.55 0.3203
H -3.02 4.48 -0.50 0.3995
H -3.49 3.66 1.77 0.3921
H -1.76 2.41 3.01 0.4213
H 0.43 1.97 1.98 0.4663
H 0.26 0.31 0.10 0.2752
```

Calculated values
LUMO = 0.68 eV
Orbital gap = 9.1 eV
Structure (SMILES) = CN(Cc1cnccn1)C(=O)C[C@@H]1C(=O)NCCN1Cc1cccc(Oc2ccccc2)c1
Net charge = 0

***

x | Here is a structure of composition C25H27N5O3 from the OMol25 dataset. Energies are from wB97M-V/def2-TZVPD.

```
60
Properties=species:S:1:pos:R:3:mulliken_charge:R:1
C 4.08 3.11 0.94 -1.1536
N 3.49 2.78 -0.47 -0.0138
C 2.30 2.13 -0.76 0.4022
O 2.09 1.90 -1.91 -0.6769
C 1.38 2.27 0.22 -1.1076
H 0.51 2.48 0.03 0.8641
H 1.77 2.95 1.34 0.1617
C 1.37 0.62 0.79 0.0890
N 0.16 0.02 0.38 0.1573
C 0.15 -0.32 -0.92 -1.6566
H 0.55 0.34 -1.46 0.9584
H -0.67 -0.81 -1.34 0.5867
C 1.19 -1.27 -1.27 -0.6275
N 2.46 -1.17 -0.38 0.1706
C 2.60 -0.13 0.38 -0.2267
O 3.77 0.15 1.14 -0.7138
H 3.26 -1.40 -0.66 0.4220
H 0.94 -2.34 -0.72 0.2944
H 1.39 -1.64 -2.25 0.4481
C -0.30 -1.03 1.50 -1.2098
C -1.68 -1.49 0.88 0.6424
C -2.59 -0.63 0.92 0.0801
C -3.97 -1.10 0.47 0.5012
C -4.17 -2.37 0.41 -0.3917
C -3.24 -3.47 0.23 -1.1914
C -2.06 -2.88 0.83 -0.8661
H -1.24 -3.39 0.97 0.5821
H -3.46 -4.49 0.32 0.4075
H -5.16 -2.63 0.03 0.4127
O -4.97 0.01 0.22 -0.4421
C -6.26 -0.37 0.37 0.4951
C -6.69 -1.00 1.36 0.4860
C -8.08 -1.18 1.75 -0.7481
C -8.98 -0.38 0.87 -0.2569
C -8.51 0.34 -0.16 -1.1481
C -7.19 0.20 -0.34 -0.0824
H -6.86 0.96 -1.39 0.0335
H -9.22 0.78 -0.53 0.7234
H -10.01 -0.65 1.12 0.3197
H -8.25 -1.83 2.66 0.3195
H -6.06 -1.41 2.29 0.1268
H -2.37 0.46 1.10 0.3387
H 0.44 -1.79 1.46 0.4691
H -0.39 -0.41 2.39 0.4327
H 1.47 0.64 1.93 0.4948
C 4.50 2.78 -1.53 -1.2686
C 5.30 1.54 -1.33 0.9490
N 6.33 1.56 -0.57 -0.5663
C 7.00 0.14 -0.42 -0.2727
C 6.60 -0.97 -0.76 -0.5843
N 5.37 -0.98 -1.64 -0.6433
C 4.86 0.21 -1.94 0.0989
H 3.83 0.16 -2.62 0.3266
H 6.78 -1.82 -0.45 0.6481
H 7.79 0.32 0.40 0.2765
H 5.34 3.51 -1.19 0.4855
H 4.16 2.84 -2.57 0.4160
H 5.26 3.37 0.84 0.3313
H 3.57 3.86 1.31 0.6796
H 3.90 2.26 1.81 0.2167
```

Calculated values
LUMO = 0.42 eV
Orbital gap = 9.0 eV
Net charge = 0

***

Verdict on stability: w comes out on top.

***

w | Here is a cluster of 2 separate species, CH2N3 in total from the OMol25 dataset. Energies are from wB97M-V/def2-TZVPD.

```
6
Properties=species:S:1:pos:R:3:mulliken_charge:R:1
C 0.75 -0.36 -0.08 0.0973
N -1.71 0.00 0.14 0.1121
N -2.79 -0.05 -0.08 -0.1336
N 1.57 0.37 0.09 0.0671
H -0.29 -0.91 -0.15 0.4535
H 2.46 0.95 0.08 0.4036
```

Calculated values
LUMO = -5.04 eV
Orbital gap = 14.6 eV
Net charge = +1

***

x | Here is a cluster of 2 separate species, CH2N3 in total from the OMol25 dataset. Energies are from wB97M-V/def2-TZVPD.

```
6
Properties=species:S:1:pos:R:3:mulliken_charge:R:1
C -0.65 -0.50 -0.03 0.2532
N 1.41 0.06 0.12 0.1542
N 2.49 0.03 -0.04 -0.1209
N -1.29 0.47 0.04 -0.0226
H -0.43 -1.49 0.06 0.3852
H -1.53 1.43 -0.14 0.3509
```

Calculated values
LUMO = -6.06 eV
Orbital gap = 13.2 eV
Net charge = +1

***

Verdict on stability: w comes out on top.

***

w | Here is a cluster of 2 separate species, C4H9NO in total from the OMol25 dataset. Energies are from wB97M-V/def2-TZVPD.

```
15
Properties=species:S:1:pos:R:3:mulliken_charge:R:1
C 2.42 -0.07 -0.42 -0.6808
C 2.00 0.15 0.90 0.3064
N 0.78 0.34 1.32 -0.1697
H 1.84 0.08 -1.32 0.3585
H 3.33 -0.64 -0.52 0.2939
H 2.72 -0.09 1.67 0.3414
H -0.03 0.67 0.78 0.2131
H 0.66 0.67 2.28 0.3046
O -1.59 1.54 -0.28 -0.5423
C -2.22 0.63 -0.78 0.3349
C -1.72 -0.78 -0.69 -0.8443
H -3.29 0.77 -1.00 0.3713
H -0.66 -0.69 -0.52 0.0756
H -1.96 -1.37 -1.56 0.3644
H -2.27 -1.21 0.15 0.2732
```

Calculated values
LUMO (spin up / spin down) = -3.94 / -7.42 eV
Spin multiplicity = 2
⟨S²⟩ = 0.76
Orbital gap (spin up / spin down) = 10.0 / 6.6 eV
Net charge = +1

***

x | Here is a structure of composition C4H9NO from the OMol25 dataset. Energies are from wB97M-V/def2-TZVPD.

```
15
Properties=species:S:1:pos:R:3:mulliken_charge:R:1
C -0.62 -1.41 1.31 -1.1258
C -0.45 -1.30 -0.24 0.3947
N 0.61 -0.32 -0.68 -0.0791
C 0.50 0.90 0.06 0.0414
C 0.46 1.90 -1.08 -1.2181
O -1.42 -1.87 -0.85 -0.2701
H 0.17 -1.41 2.03 0.4342
H -1.05 -2.40 1.18 0.3773
H -1.39 -0.82 1.73 0.4331
H 0.64 -1.66 -0.42 0.3213
H -0.32 0.84 0.74 0.3285
H 1.40 1.09 0.61 0.3025
H 1.20 1.58 -1.85 0.3617
H -0.50 1.99 -1.70 0.3169
H 0.77 2.90 -0.84 0.3816
```

Calculated values
LUMO (spin up / spin down) = -7.77 / -9.12 eV
Spin multiplicity = 2
⟨S²⟩ = 0.85
Orbital gap (spin up / spin down) = 9.1 / 7.4 eV
Net charge = +1

***

Verdict on stability: w comes out on top.

***

w | Here is a cluster of 2 separate species, C9H16NO in total from the OMol25 dataset. Energies are from wB97M-V/def2-TZVPD.

```
27
Properties=species:S:1:pos:R:3:mulliken_charge:R:1
C 0.77 -2.11 -1.36 -1.0531
C 2.19 -1.98 -1.86 -0.9338
N 0.78 -2.06 0.15 -1.2551
H 0.06 -1.36 -1.76 0.2176
H 0.20 -2.92 -1.81 0.5774
H 2.25 -1.37 -2.77 0.3460
H 2.55 -2.98 -2.16 0.3209
H 1.00 -1.13 0.56 -0.1689
H -0.17 -2.31 0.53 0.6462
H 1.49 -2.73 0.50 0.9389
H 2.83 -1.55 -1.10 0.3579
C -2.71 2.38 -0.57 -1.4662
C 0.38 0.66 1.71 0.7633
C -0.88 0.02 1.70 -1.0792
C 0.68 1.86 1.07 -0.5713
C -1.70 0.50 0.69 -0.2021
C -0.29 2.38 0.24 -0.7193
C -1.57 1.80 0.17 0.5340
O 1.50 -0.08 2.16 -0.1550
H -1.16 -0.66 2.49 0.4370
H 2.24 0.42 2.53 0.2600
H 1.60 2.41 1.23 0.3672
H -2.58 -0.06 0.39 0.4289
H -0.26 3.32 -0.30 0.3522
H -2.71 3.46 -0.49 0.3694
H -3.70 1.99 -0.33 0.3851
H -2.80 2.10 -1.63 0.3022
```

Calculated values
LUMO (spin up / spin down) = 0.80 / 0.59 eV
Spin multiplicity = 2
⟨S²⟩ = 0.75
Orbital gap (spin up / spin down) = 3.7 / 9.0 eV
Net charge = 0

***

x | Here is a cluster of 2 separate species, C9H16NO in total from the OMol25 dataset. Energies are from wB97M-V/def2-TZVPD.

```
27
Properties=species:S:1:pos:R:3:mulliken_charge:R:1
C 0.74 -0.02 3.14 -1.4578
C 2.46 0.47 -0.21 -0.6847
C 2.11 0.62 1.12 -0.5911
C 1.90 -0.61 -0.91 0.6548
C 1.06 -0.11 1.68 1.0683
C 0.83 -1.33 -0.40 -0.7180
C 0.40 -1.06 0.90 -0.8606
O 2.37 -0.96 -2.13 -0.4021
H 3.23 1.05 -0.74 0.3210
H 2.64 1.43 1.64 0.3161
H 3.02 -0.37 -2.56 0.2963
H 0.64 -2.37 -0.63 0.4051
H -0.18 0.55 3.20 0.3009
H 1.48 0.54 3.68 0.4073
H -0.47 -1.49 1.38 0.5823
H 0.66 -0.98 3.68 0.3243
C -1.59 0.27 -0.72 0.6304
C -2.58 1.43 -0.61 -1.0075
N -1.92 -0.50 -1.97 -2.0284
H -0.59 0.66 -0.75 -0.6711
H -1.61 -0.48 0.06 -0.3723
H -3.22 1.23 0.25 0.3049
H -3.22 1.70 -1.48 0.4576
H -2.51 0.00 -2.66 0.8014
H -1.15 -0.60 -2.68 0.5224
H -2.35 -1.47 -1.90 1.0851
H -2.14 2.39 -0.38 0.3154
```

Calculated values
LUMO (spin up / spin down) = 0.73 / 0.61 eV
Spin multiplicity = 2
⟨S²⟩ = 0.75
Orbital gap (spin up / spin down) = 4.2 / 9.2 eV
Net charge = 0

***

Verdict on stability: x comes out on top.

***

w | Here is a cluster of 2 separate species, C5H10S in total from the OMol25 dataset. Energies are from wB97M-V/def2-TZVPD.

```
16
Properties=species:S:1:pos:R:3:mulliken_charge:R:1
C 0.53 1.89 -0.60 -0.6524
C 0.28 1.22 0.85 -0.5747
C 0.13 -0.25 0.29 -0.0099
C -1.15 -0.71 0.60 -0.3361
C -2.10 -0.40 -0.56 -0.9767
H -0.65 2.93 -0.39 0.1816
H -0.24 1.22 -1.30 0.1955
H 1.72 2.19 -0.96 0.2697
H 0.88 1.47 1.72 0.3917
H -0.74 1.52 1.16 0.2357
H -1.25 -1.80 0.76 0.3574
H -1.51 -0.28 1.55 0.3239
H -1.72 -0.31 -1.75 0.2425
H -2.59 0.60 -0.33 0.2652
H -3.03 -1.04 -0.63 0.3395
S 1.44 -1.06 -0.21 -0.2528
```

Calculated values
LUMO = -0.14 eV
Orbital gap = 8.3 eV
Net charge = 0

***

x | Here is an isolated molecule of C5H10S from the OMol25 dataset. Energies are from wB97M-V/def2-TZVPD.

```
16
Properties=species:S:1:pos:R:3:mulliken_charge:R:1
C 0.37 -1.73 1.61 -0.6253
C -0.01 -1.21 0.46 -0.4221
C 0.23 0.49 -0.03 0.7399
C 0.67 0.51 -1.52 -1.2849
C -1.11 1.16 0.15 -1.3393
S 1.48 1.30 1.00 -0.1894
H 0.25 -2.77 1.80 0.2964
H 1.01 -1.07 2.07 0.2765
H -0.73 -1.69 -0.11 0.3598
H 1.06 1.64 -1.65 0.3437
H 1.64 -0.14 -1.48 0.3300
H -0.09 0.19 -2.30 0.3269
H -0.88 2.15 -0.29 0.3583
H -1.58 1.28 1.14 0.3802
H -1.87 0.69 -0.63 0.2940
H 0.44 1.52 1.91 0.1549
```

Calculated values
LUMO = 0.83 eV
Orbital gap = 10.0 eV
Structure (SMILES) = C=CC(C)(C)S
Net charge = 0

***

y | Here is an isolated molecule of C5H10S from the OMol25 dataset. Energies are from wB97M-V/def2-TZVPD.

```
16
Properties=species:S:1:pos:R:3:mulliken_charge:R:1
C -1.51 1.49 -0.99 -0.6396
C -0.68 1.23 -0.06 -0.2110
S 0.52 -0.16 -0.02 0.3475
C 2.09 0.52 0.76 -0.9677
C 0.53 -1.36 -1.25 -0.8484
C -0.26 -1.22 1.30 -0.8079
H -2.14 2.36 -1.06 0.2694
H -1.55 0.81 -1.77 0.3449
H -0.43 1.79 0.80 0.3850
H 2.43 1.11 -0.09 0.2856
H 2.67 -0.40 0.72 0.2901
H -0.51 -1.78 -1.23 0.2595
H 0.92 -1.05 -2.21 0.3204
H -0.92 -0.62 1.96 0.3236
H -0.95 -1.75 0.64 0.3483
H 0.48 -1.83 1.76 0.3005
```

Calculated values
LUMO = 0.74 eV
Orbital gap = 8.6 eV
Structure (SMILES) = C=CS(=C)(=C)C
Net charge = 0

***

Verdict on stability: x comes out on top.

***

w | Here is a cluster of 7 separate species, H14O6S2 in total from the OMol25 dataset. Energies are from wB97M-V/def2-TZVPD.

```
22
Properties=species:S:1:pos:R:3:mulliken_charge:R:1
S -2.49 1.42 3.33 -0.1038
S -2.73 3.40 3.57 -0.1502
H -1.82 1.53 2.14 0.1307
H -3.38 3.22 4.66 0.1186
O 4.07 -1.01 -1.69 -0.6308
H 3.72 -0.34 -1.11 0.3041
H 4.62 -1.62 -1.03 0.3228
O 0.22 -2.28 -1.14 -0.6703
H -0.75 -2.16 -1.04 0.3653
H 0.48 -2.37 -2.06 0.3137
O 0.55 0.86 -0.31 -0.6690
H -0.33 1.18 -0.61 0.3496
H 0.63 1.34 0.53 0.2810
O -1.99 -0.66 -0.72 -0.6945
H -1.00 -0.74 -0.80 0.4179
H -2.65 -1.00 -0.04 0.3033
O 2.38 1.98 -3.37 -0.6147
H 2.34 1.55 -2.58 0.2952
H 2.81 1.41 -4.01 0.3197
O -1.87 -1.79 1.80 -0.5299
H -1.59 -2.58 2.23 0.2800
H -1.21 -1.32 2.26 0.2612
```

Calculated values
LUMO = 0.07 eV
Orbital gap = 8.6 eV
Structure (SMILES) = SS.O.O.O.O.O.O
Net charge = 0

***

x | Here is a cluster of 7 separate species, H14O6S2 in total from the OMol25 dataset. Energies are from wB97M-V/def2-TZVPD.

```
22
Properties=species:S:1:pos:R:3:mulliken_charge:R:1
S 0.07 4.89 2.46 -0.2129
S -0.91 3.23 1.55 -0.1453
H 1.31 4.53 1.93 0.1798
H -0.60 2.31 2.51 0.1708
O 3.21 -0.08 3.10 -0.6332
H 3.16 -1.01 2.96 0.3170
H 4.13 0.21 3.28 0.3202
O 1.60 -0.28 -2.20 -0.6748
H 1.48 -0.03 -1.22 0.3474
H 2.52 -0.45 -2.43 0.2884
O -1.22 -2.54 -3.31 -0.6302
H -0.73 -3.40 -3.71 0.3200
H -1.32 -1.98 -4.10 0.3145
O -0.76 1.21 -1.76 -0.5936
H 0.11 1.04 -2.02 0.3417
H -1.14 0.37 -1.92 0.2939
O -3.92 -1.61 1.09 -0.6501
H -4.12 -0.63 0.91 0.3339
H -3.01 -1.74 0.63 0.3129
O 0.43 -1.42 0.50 -0.6023
H -0.19 -2.02 0.99 0.2899
H -0.12 -0.60 0.77 0.3117
```

Calculated values
LUMO = -0.02 eV
Orbital gap = 9.4 eV
Structure (SMILES) = SS.O.O.O.O.O.O
Net charge = 0

***

Verdict on stability: x comes out on top.

***

w | Here is an isolated molecule of C4H4ClNO from the OMol25 dataset. Energies are from wB97M-V/def2-TZVPD.

```
11
Properties=species:S:1:pos:R:3:mulliken_charge:R:1
C 1.32 1.11 -0.34 -0.7816
C 0.40 -0.15 -0.20 0.5872
C -1.00 -0.04 -0.07 -0.3535
C -1.33 -1.19 0.49 0.1601
Cl -3.08 -1.74 0.75 -0.1577
O -0.17 -1.85 0.85 -0.0963
N 0.87 -1.17 0.47 -0.3404
H 2.36 0.65 -0.83 0.2573
H 1.50 1.87 0.68 0.2421
H 0.55 1.82 -1.00 0.2125
H -1.41 0.69 -0.80 0.2703
```

Calculated values
LUMO = 0.60 eV
Orbital gap = 10.7 eV
Structure (SMILES) = Cc1cc(Cl)on1
Net charge = 0

***

x | Here is an isolated molecule of C4H4ClNO from the OMol25 dataset. Energies are from wB97M-V/def2-TZVPD.

```
11
Properties=species:S:1:pos:R:3:mulliken_charge:R:1
N 3.16 -1.25 -1.27 -0.3479
C 2.18 -0.72 -0.99 0.0549
C 1.00 0.03 -0.58 -0.1860
O 0.37 -0.67 0.53 -0.2971
C -0.89 -0.37 1.02 -0.0928
C -1.83 0.50 0.67 -0.1844
Cl -1.82 1.68 -0.62 -0.1732
H 1.33 1.08 -0.29 0.2997
H 0.37 0.21 -1.46 0.3047
H -0.99 -1.02 1.86 0.3464
H -2.89 0.53 1.13 0.2757
```

Calculated values
LUMO = 0.58 eV
Orbital gap = 10.1 eV
Structure (SMILES) = N#CCO/C=C\Cl
Net charge = 0

***

Verdict on stability: x comes out on top.

***

w | Here is a structure of composition CCl4NOP from the OMol25 dataset. Energies are from wB97M-V/def2-TZVPD.

```
8
Properties=species:S:1:pos:R:3:mulliken_charge:R:1
C -0.03 1.54 0.38 0.5812
N -1.53 -1.09 -0.67 -0.5211
O 0.66 0.57 0.64 -0.4118
P -0.14 -1.37 -0.26 0.8027
Cl 0.75 2.93 -0.45 -0.1127
Cl -1.63 1.64 0.64 0.0020
Cl 1.32 -2.09 -1.65 -0.2213
Cl 0.60 -2.13 1.36 -0.1191
```

Calculated values
LUMO = -1.51 eV
Orbital gap = 8.4 eV
Net charge = 0

***

x | Here is an isolated molecule of CCl4NOP from the OMol25 dataset. Energies are from wB97M-V/def2-TZVPD.

```
8
Properties=species:S:1:pos:R:3:mulliken_charge:R:1
C 0.76 0.92 0.16 0.4995
N -0.42 0.59 0.07 -0.1687
O 1.82 -1.56 0.47 -0.5138
P -1.55 -0.63 0.39 0.3033
Cl 1.29 2.54 0.01 -0.1407
Cl 2.20 -0.09 0.40 0.3496
Cl -1.03 -2.03 -0.94 -0.1433
Cl -3.08 0.26 -0.55 -0.1860
```

Calculated values
LUMO = -0.38 eV
Orbital gap = 9.4 eV
Net charge = 0

***

Verdict on stability: w comes out on top.